No. 1
Computed, not measured: an isolated molecule of C4H8N4OS, with ωB97M-V with the def2-TZVPD basis set.

The geometry in XYZ format:
```
18
Properties=species:S:1:pos:R:3:forces:R:3:mulliken_charge:R:1
C -0.64317 1.60724 -0.22292 0.91 1.25 -0.62 -0.26
C 1.48808 -1.29608 -0.35963 0.69 2.06 1.61 -0.60
C 0.06539 0.92729 0.87129 0.06 -1.60 2.62 0.35
C -0.37577 -0.64399 0.95639 0.46 3.84 -2.61 -0.87
N -1.63299 1.25728 -0.92717 -0.34 -0.35 0.69 -0.46
N -1.75601 -0.62585 1.06775 -1.54 1.79 -2.54 -0.50
N 0.20508 -1.41155 -0.21956 1.54 1.05 2.11 0.66
N 1.55839 1.20250 0.99807 -2.51 -2.27 -1.12 -0.68
O -0.59279 -2.14936 -0.76329 -1.09 -1.97 -1.71 -0.68
S -2.46461 -0.08309 -0.53156 -0.79 -0.60 0.66 0.10
H -0.24482 2.58536 -0.43835 0.35 0.39 -0.42 0.39
H 2.04768 -1.77911 -1.08522 0.34 -1.26 -1.44 0.37
H 2.05856 -0.54943 0.28671 -1.31 -1.46 -0.86 0.32
H -0.34499 1.35777 1.82021 0.13 -0.56 -0.59 0.32
H -0.02018 -1.03030 1.80064 2.00 -1.74 3.33 0.64
H -2.21856 -1.49228 1.18483 -0.08 -1.29 0.35 0.34
H 1.61135 1.99846 1.52152 0.35 2.52 2.08 0.29
H 1.83623 1.50883 0.10598 0.84 0.19 -1.57 0.27
```
Positions in Å, forces in eV/Å.

Summary:
HOMO-LUMO gap (eV): 8.633
SMILES: C=[N+]([O-])[C@@H]1NSN=C[C@@H]1N
E_HOMO (eV): -7.98
M (g/mol): 160.20
Relative energy (zero: lowest compared OMol25 entry of this formula, charge and spin) (kcal/mol): 63.9

No. 2
Computed, not measured: an isolated molecule of C20H24N4O2S, with ωB97M-V with the def2-TZVPD basis set.

The geometry in XYZ format:
```
51
Properties=species:S:1:pos:R:3:forces:R:3:mulliken_charge:R:1
C -2.96346 -4.22206 2.24756 0.12 -0.11 -0.23 -1.06
H -2.72990 -4.97511 2.99631 0.00 -0.06 0.14 0.40
H -4.03978 -4.07022 2.23840 -0.11 0.03 0.03 0.30
H -2.48607 -3.28691 2.52879 0.03 0.10 0.07 0.30
C -2.47193 -4.68229 0.87207 0.03 0.00 0.26 -0.93
N -2.61895 -3.69350 -0.16949 -0.14 -0.26 -0.01 0.11
C -1.66220 -2.72472 -0.37262 0.25 0.12 -0.08 1.59
C -0.54222 -2.59723 0.46207 -0.04 -0.15 0.06 -0.79
C 0.41529 -1.63811 0.21584 -0.04 0.21 -0.19 -1.47
C 0.30484 -0.76024 -0.85452 -0.32 -0.16 0.16 0.07
C -0.77883 -0.88289 -1.72565 0.19 0.07 0.08 0.55
C -1.73721 -1.84678 -1.46233 -0.08 -0.05 0.06 -0.20
H -2.55561 -1.92259 -2.15920 -0.12 -0.02 -0.06 0.24
C -0.90360 -0.02281 -2.94335 -0.10 0.09 0.02 -1.69
H -1.66896 -0.40862 -3.61195 -0.01 -0.07 -0.07 0.44
H 0.04514 0.02027 -3.47746 0.05 0.03 -0.08 0.33
H -1.16474 0.99575 -2.65771 0.00 -0.01 -0.08 0.30
N 1.33678 0.19038 -1.04703 0.21 -0.56 -0.04 -0.02
C 1.18357 1.51601 -1.19863 0.55 0.42 -0.09 0.96
O 0.12911 2.11983 -1.23282 -0.23 0.11 0.05 -0.67
C 2.53279 2.25276 -1.31620 -0.15 -0.21 -0.21 -1.81
N 3.08855 2.54495 -0.00159 -0.07 -0.01 -0.25 0.34
C 3.80993 1.56784 0.60332 0.23 -0.11 0.37 0.72
O 3.97000 0.47425 0.09000 0.10 -0.23 -0.04 -0.69
C 4.37595 1.91160 1.95818 0.24 0.36 0.06 -0.71
H 5.10177 1.15530 2.24988 -0.12 -0.01 -0.08 0.38
H 3.58008 1.96758 2.70502 0.00 -0.09 -0.06 0.32
S 5.23270 3.51856 1.91526 -0.11 -0.25 -0.04 -0.12
C 3.82099 4.42955 1.38446 -0.06 -0.41 -0.16 0.23
N 3.71737 5.67290 1.80037 0.37 0.05 0.26 -0.57
C 2.64743 6.37339 1.46884 -0.31 0.11 -0.11 -0.34
C 1.60265 5.83785 0.73310 0.17 -0.08 -0.01 -0.70
C 1.71819 4.53776 0.26522 0.08 0.02 0.11 -0.38
C 2.86691 3.80934 0.56025 -0.09 0.72 0.32 0.42
H 0.92585 4.08974 -0.31581 -0.07 -0.08 -0.09 0.54
H 0.72104 6.41936 0.51762 -0.08 0.07 -0.01 0.43
H 2.63256 7.39292 1.82687 -0.10 0.11 -0.02 0.39
H 2.38691 3.19046 -1.85366 -0.03 -0.15 0.08 0.54
H 3.25415 1.62767 -1.84956 -0.08 0.14 0.05 0.42
H 2.27405 -0.13421 -0.82383 -0.05 0.23 -0.16 0.33
H 1.27031 -1.55834 0.87291 0.07 0.02 0.09 0.46
H -0.40656 -3.23731 1.31746 -0.03 -0.09 0.09 0.25
C -3.91386 -3.59774 -0.80796 -0.14 0.25 -0.08 -0.85
C -4.74617 -2.40644 -0.32827 0.10 -0.21 -0.11 -0.96
H -4.21060 -1.47574 -0.49486 -0.01 0.12 0.00 0.33
H -4.95996 -2.49021 0.73386 -0.03 0.01 0.10 0.25
H -5.68791 -2.37125 -0.87051 -0.13 0.06 -0.05 0.37
H -4.45651 -4.52196 -0.59721 0.10 0.02 -0.07 0.40
H -3.78527 -3.54206 -1.89456 -0.08 -0.08 0.04 0.39
H -1.42060 -4.97418 0.93155 -0.08 -0.06 -0.02 0.48
H -3.03406 -5.57251 0.57155 0.12 0.05 -0.01 0.38
```
Positions in Å, forces in eV/Å.

Summary:
HOMO-LUMO gap (eV): 8.024
SMILES: CCN(CC)c1ccc(NC(=O)CN2C(=O)CSc3ncccc32)c(C)c1
E_HOMO (eV): -7.34
M (g/mol): 384.50
Relative energy (zero: lowest compared OMol25 entry of this formula, charge and spin) (kcal/mol): 0.0

No. 3
Computed, not measured: a cluster of 2 separate species, C5H12BNO3 in total, with ωB97M-V with the def2-TZVPD basis set.

The geometry in XYZ format:
```
22
Properties=species:S:1:pos:R:3:forces:R:3:mulliken_charge:R:1
O 2.73421 1.55478 -0.72626 0.65 -0.28 0.68 -0.44
B 2.30998 0.32772 -0.38936 -0.14 0.05 -0.04 0.50
O 3.06102 -0.76753 -0.79186 0.00 0.09 0.21 -0.57
C 0.95837 0.07527 0.44330 0.66 0.02 0.05 -1.41
C -0.04400 -0.87336 -0.29478 0.10 0.66 0.59 0.90
C -0.96702 0.06212 -0.99781 0.36 -0.12 -0.51 -1.13
N -1.96568 0.36456 -0.24633 -0.15 -0.08 0.07 0.09
C -2.01606 -0.40338 1.00462 -0.75 -0.94 0.02 -0.52
C -0.99756 -1.52827 0.73362 0.42 0.50 -0.32 -0.87
H 2.24932 2.23866 -0.23622 -0.63 0.16 -0.96 0.33
H 2.91226 -1.51465 -0.20292 -0.03 -0.05 -0.30 0.30
H 1.23260 -0.37185 1.40746 -0.12 -0.13 -0.05 0.15
H 0.50771 1.04836 0.64693 -0.02 -0.06 0.15 0.63
H 0.53478 -1.52251 -0.94709 -0.39 -0.25 -0.08 0.59
H -0.84423 0.48773 -1.98630 0.01 0.14 0.05 0.51
H -2.66668 1.04432 -0.50898 0.15 0.16 0.02 0.31
H -3.01641 -0.83458 1.06481 -0.04 0.10 0.12 0.37
H -1.88211 0.17444 1.91684 0.41 0.34 -0.29 0.30
H -1.52366 -2.38339 0.31097 0.12 -0.11 0.07 0.30
H -0.40659 -1.80564 1.60113 -0.32 -0.20 0.14 0.36
O 0.12512 2.70596 -1.06336 0.06 -0.10 -0.10 -0.96
H -0.29535 1.92122 -0.73839 -0.34 0.08 0.47 0.24
```
Positions in Å, forces in eV/Å.

Summary:
HOMO-LUMO gap (eV): 6.426
E_HOMO (eV): -7.04
M (g/mol): 144.97
Relative energy (zero: lowest compared OMol25 entry of this formula, charge and spin) (kcal/mol): 58.4

No. 4
Computed, not measured: a cluster of 8 separate species, C29H64FNO12S in total, with ωB97M-V with the def2-TZVPD basis set.

The geometry in XYZ format:
```
108
Properties=species:S:1:pos:R:3:forces:R:3:mulliken_charge:R:1
O 3.20583 -5.92560 -1.34548 -0.60 0.11 -0.16 -0.43
C 2.07523 -5.95400 -0.98474 0.24 -0.06 0.16 0.31
N 1.26193 -4.97097 -0.45544 0.99 -0.08 -0.06 0.34
C 1.67541 -3.60186 -0.72391 -0.06 0.70 0.40 -0.84
O 0.90240 -3.07697 -1.78561 0.06 0.04 0.05 -0.26
C 1.51901 -2.98402 -3.01342 -0.02 -0.15 -0.21 0.04
C 2.66563 -2.22245 -3.18854 0.04 0.05 0.14 -0.19
C 3.26510 -2.14222 -4.43718 -0.19 -0.11 0.17 -0.52
C 2.70296 -2.81753 -5.51154 0.12 0.07 -0.07 -0.55
C 1.53844 -3.55196 -5.33844 0.03 0.01 0.06 -0.63
C 0.94206 -3.64276 -4.08748 -0.05 -0.02 -0.17 -0.12
O 1.38162 -7.22205 -1.03839 0.12 0.03 0.08 -0.29
S 0.32207 -7.47744 -2.17024 0.03 -0.15 0.08 1.18
O -0.74537 -6.55345 -2.10801 0.11 -0.01 -0.13 -0.48
O 0.12397 -8.87318 -2.24550 0.04 0.20 0.05 -0.55
F 1.21626 -7.06349 -3.38206 -0.19 -0.01 0.02 -0.18
H 1.12355 -5.11555 0.53991 -0.67 -0.14 -0.12 0.25
H 1.43808 -3.01993 0.15974 -0.01 -0.10 -0.02 0.16
H 2.74424 -3.49977 -0.90987 -0.01 -0.25 -0.23 0.53
H 3.08168 -1.70058 -2.33458 0.04 0.03 -0.05 0.57
H 4.17764 -1.57578 -4.54703 0.00 -0.01 -0.09 0.31
H 3.18326 -2.77287 -6.48023 -0.05 0.01 -0.03 0.42
H 1.09487 -4.06872 -6.17928 -0.01 -0.02 -0.01 0.40
H 0.03392 -4.21557 -3.94688 0.03 0.00 0.10 0.48
C -2.64341 -3.93056 1.95796 0.09 -0.06 0.02 -1.62
C -1.74432 -2.71210 1.82284 -0.19 0.01 -0.23 0.60
C -2.47484 -1.52046 1.23264 -0.01 0.12 0.00 -1.22
O -0.60238 -3.01480 1.01913 0.00 -0.13 0.17 -0.20
H -3.01244 -4.23918 0.97626 -0.04 0.04 0.00 0.37
H -2.09185 -4.76980 2.38331 0.00 0.02 0.02 0.37
H -3.50181 -3.71938 2.59698 -0.01 0.01 -0.01 0.41
H -1.34653 -2.44384 2.80389 0.09 -0.01 -0.01 0.16
H -2.83412 -1.75384 0.22609 -0.04 -0.07 0.03 0.45
H -1.80275 -0.66549 1.15455 -0.03 0.03 0.08 0.09
H -3.32812 -1.22397 1.84336 0.00 0.02 -0.01 0.41
H -0.91520 -3.26827 0.14031 0.00 0.04 -0.02 0.16
C 4.47899 -1.55352 3.06038 0.04 -0.05 -0.11 -1.50
C 3.02784 -1.63357 2.61452 0.02 0.00 0.27 0.74
C 2.07016 -1.23699 3.72588 -0.12 -0.02 -0.06 -1.26
O 2.72193 -2.94867 2.14465 0.05 -0.08 -0.11 -0.41
H 4.65777 -2.23909 3.89353 -0.02 0.04 0.04 0.36
H 5.14633 -1.83872 2.24683 -0.01 0.02 -0.01 0.36
H 4.73711 -0.54518 3.38549 -0.01 0.00 0.01 0.39
H 2.87309 -0.97903 1.75512 -0.03 -0.04 -0.05 0.21
H 2.17832 -1.91406 4.57842 0.05 0.03 0.02 0.36
H 1.03889 -1.29907 3.37729 0.01 0.02 -0.03 0.13
H 2.26122 -0.21969 4.06880 0.01 0.00 0.00 0.40
H 2.84432 -3.56173 2.87764 0.02 0.04 0.04 0.26
C -1.58487 2.88208 -0.47629 -0.02 0.04 0.11 -1.04
C -0.09378 2.75232 -0.19990 -0.17 -0.12 -0.24 0.49
C 0.70629 2.62061 -1.48671 0.10 -0.01 0.06 -1.39
O 0.15579 1.64074 0.65956 0.06 0.07 0.10 -0.45
H -1.95216 1.99053 -0.99179 0.02 0.01 -0.05 0.35
H -2.14366 2.97531 0.45609 0.00 0.00 0.00 0.18
H -1.79820 3.75132 -1.10100 0.01 -0.03 -0.01 0.33
H 0.25094 3.62706 0.35494 0.03 -0.02 0.06 0.25
H 0.40266 1.72183 -2.03057 -0.05 0.02 -0.02 0.30
H 1.77063 2.53211 -1.26791 0.00 0.02 0.01 0.34
H 0.55486 3.48256 -2.13816 -0.02 0.00 -0.01 0.41
H -0.13915 0.84656 0.19914 0.01 -0.04 0.03 0.21
C -4.14043 2.58287 5.08195 -0.15 0.01 -0.06 -1.21
C -3.86505 1.29974 4.31602 0.22 0.18 0.20 0.39
C -2.99010 0.33934 5.10803 0.01 -0.09 -0.11 -1.14
O -3.26064 1.61081 3.06067 -0.09 -0.15 -0.12 -0.31
H -3.20485 3.10892 5.28937 0.02 -0.03 0.04 0.35
H -4.75736 3.24976 4.48133 0.01 0.04 0.03 0.11
H -4.64493 2.39064 6.03037 0.02 -0.03 0.00 0.42
H -4.80842 0.80964 4.06830 0.00 0.01 -0.07 0.27
H -2.02182 0.80024 5.32224 -0.02 0.03 0.04 0.35
H -2.80435 -0.57105 4.53586 -0.02 0.00 0.00 0.09
H -3.45725 0.06653 6.05529 0.00 0.01 0.01 0.40
H -2.42303 2.05240 3.23987 0.03 -0.01 -0.03 0.29
C 5.35860 -5.73115 -3.90983 -0.09 0.06 -0.06 -1.04
C 6.24929 -4.68398 -4.55972 0.01 -0.22 0.25 0.47
C 7.72159 -5.05365 -4.46714 0.04 0.11 -0.06 -1.47
O 6.01376 -3.40671 -3.96874 0.12 0.14 -0.12 -0.46
H 5.59139 -5.82332 -2.84564 0.03 -0.03 -0.01 0.29
H 4.30972 -5.44297 -3.99209 0.01 0.00 -0.01 0.13
H 5.49055 -6.70911 -4.37540 0.01 -0.01 0.00 0.41
H 5.96841 -4.56985 -5.60821 -0.02 0.08 -0.01 0.28
H 8.02698 -5.12705 -3.41961 -0.03 -0.06 0.01 0.37
H 8.33928 -4.29023 -4.94088 -0.01 0.00 -0.02 0.35
H 7.92038 -6.01165 -4.94924 -0.01 -0.01 0.01 0.37
H 6.24460 -3.46236 -3.03518 -0.01 -0.06 0.01 0.33
C -5.53713 4.86261 1.55814 -0.05 -0.10 0.10 -0.87
C -5.28208 5.95379 2.58790 0.14 -0.03 -0.38 0.37
C -5.17458 7.31957 1.93151 0.03 0.11 0.13 -0.94
O -4.09518 5.66200 3.32622 -0.06 0.02 0.18 -0.49
H -4.71055 4.81893 0.84279 -0.01 0.05 -0.03 0.05
H -5.60650 3.88640 2.03901 0.00 0.00 0.00 0.23
H -6.45898 5.04724 1.00478 0.01 0.01 -0.02 0.40
H -6.08893 5.95671 3.32251 0.05 0.00 0.08 0.32
H -4.34004 7.33670 1.22532 -0.06 -0.03 -0.08 -0.10
H -4.98874 8.09376 2.67661 -0.04 -0.02 0.03 0.32
H -6.08324 7.57412 1.38513 0.01 -0.01 -0.03 0.40
H -3.36078 5.65095 2.70307 0.01 -0.01 -0.01 0.31
C -1.01283 9.10453 -1.16642 -0.01 0.08 0.09 -1.48
C -2.12425 8.19284 -0.67055 0.09 -0.06 -0.36 0.44
C -1.93955 6.76245 -1.15772 -0.08 -0.04 0.10 -0.90
O -3.39526 8.69327 -1.08691 0.02 -0.03 0.20 -0.55
H -1.01168 9.13819 -2.25937 0.03 -0.06 -0.01 0.36
H -1.16411 10.12092 -0.80354 0.00 -0.01 0.02 0.36
H -0.03398 8.75731 -0.83285 0.00 -0.01 -0.01 0.36
H -2.14520 8.20280 0.42066 -0.09 0.06 0.01 0.31
H -1.96242 6.72851 -2.25043 0.06 0.02 -0.01 0.31
H -2.74690 6.12654 -0.79117 0.00 0.01 0.02 0.14
H -0.98798 6.34687 -0.82129 0.01 0.01 -0.01 0.33
H -3.40277 8.69187 -2.05011 -0.04 0.02 -0.01 0.35
```
Positions in Å, forces in eV/Å.

Summary:
HOMO-LUMO gap (eV): 9.224
SMILES: O=C(NCOc1ccccc1)OS(=O)(=O)F.CC(C)O.CC(C)O.CC(C)O.CC(C)O.CC(C)O.CC(C)O.CC(C)O
E_HOMO (eV): -8.81
M (g/mol): 669.89

> Which of these has the highest M?

C29H64FNO12S

> Number 2 is which compound?

C20H24N4O2S

> What is the M in the second record?

384.50 g/mol

> Which formula does entry 4 have?

C29H64FNO12S